[1]
DFT (wB97M-V/def2-TZVPD) results for a 2-piece molecular cluster, C4H9NO2 overall.

XYZ file:
```
16
Properties=species:S:1:pos:R:3:mulliken_charge:R:1
C 2.448 -0.173 -0.967 -0.854
C 1.388 0.905 -1.049 -0.548
N -0.833 -0.152 -0.712 -0.439
C -0.629 -0.479 0.553 0.758
O 0.182 -0.369 1.436 -0.558
O -1.891 -1.096 0.641 -0.309
C -2.822 -0.331 1.416 -0.651
H 2.470 -0.789 -1.871 0.277
H 3.436 0.287 -0.850 0.306
H 2.272 -0.817 -0.101 0.297
H 1.275 1.465 -0.121 0.263
H 1.507 1.587 -1.897 0.369
H 0.370 0.428 -1.282 0.256
H -3.742 -0.915 1.445 0.221
H -2.427 -0.184 2.425 0.313
H -3.003 0.634 0.934 0.299
```

Properties
HOMO energy = -10.35 eV
gap between HOMO and LUMO = 9.02 eV
E = -9874.9758 eV
relative energy (zero: lowest compared OMol25 entry of this formula, charge and spin) = 490.6 kJ/mol
LUMO level = -1.329 eV



[2]
DFT (wB97M-V/def2-TZVPD) results for a 2-piece molecular cluster, C3H8NO2 overall.

XYZ file:
```
14
Properties=species:S:1:pos:R:3:mulliken_charge:R:1
C 0.512 0.651 -1.386 -1.358
C 0.593 1.288 -0.124 0.856
N 1.805 1.082 0.561 -0.438
O -0.324 1.924 0.438 -0.768
H 1.428 0.341 -1.884 0.272
H -0.252 1.035 -2.058 0.259
H -0.573 -0.942 -0.831 0.350
H 1.927 1.362 1.514 0.186
H 2.547 0.655 0.056 0.130
C -1.572 -1.467 0.771 -0.465
O -0.803 -1.803 -0.358 -0.593
H -1.335 -0.452 1.105 0.189
H -2.651 -1.540 0.596 0.184
H -1.302 -2.134 1.600 0.196
```

Properties
HOMO energy = -2.43 eV
gap between HOMO and LUMO = 6.75 eV
net charge = -1
E = -8825.9598 eV
relative energy (zero: lowest compared OMol25 entry of this formula, charge and spin) = 176.8 kJ/mol
LUMO level = 4.324 eV



[3]
DFT (wB97M-V/def2-TZVPD) results for one molecule with the formula C18H21N3O4.

XYZ file:
```
46
Properties=species:S:1:pos:R:3:mulliken_charge:R:1
N -2.928 3.860 4.155 -0.537
C -2.647 3.004 3.445 0.102
C -2.294 1.954 2.570 0.406
C -2.020 2.224 1.227 -0.787
C -1.666 1.199 0.379 -0.312
C -1.574 -0.113 0.854 0.385
C -1.857 -0.384 2.192 -0.439
C -2.214 0.643 3.041 -0.882
H -2.431 0.436 4.078 0.482
H -1.797 -1.396 2.557 0.551
N -1.172 -1.092 -0.056 0.083
C -1.073 -2.427 0.146 0.702
O -1.395 -3.022 1.149 -0.654
C -0.526 -3.197 -1.062 -0.658
H -1.357 -3.469 -1.725 0.339
H -0.053 -4.113 -0.695 0.333
O 0.435 -2.445 -1.793 -0.235
C 0.258 -2.318 -3.111 0.738
O -0.620 -2.841 -3.738 -0.607
C 1.324 -1.419 -3.736 -0.670
N 2.088 -0.673 -2.767 -0.148
C 1.464 0.193 -1.935 0.175
O 0.272 0.424 -2.048 -0.767
C 2.342 0.802 -0.863 0.295
C 2.267 -0.099 0.380 -0.118
C 3.104 0.482 1.514 -1.027
C 2.622 1.888 1.860 -0.506
C 2.703 2.790 0.633 -0.886
C 1.873 2.214 -0.509 -0.466
H 0.824 2.172 -0.213 -0.127
H 1.948 2.855 -1.391 0.452
H 3.745 2.883 0.317 0.368
H 2.339 3.789 0.880 0.409
H 1.588 1.841 2.208 0.237
H 3.230 2.301 2.667 0.352
H 3.028 -0.165 2.389 0.382
H 4.154 0.520 1.214 0.401
H 1.227 -0.170 0.704 -0.127
H 2.610 -1.107 0.133 0.370
H 3.378 0.838 -1.216 0.415
H 3.032 -0.961 -2.569 0.292
H 1.988 -2.035 -4.343 0.407
H 0.792 -0.726 -4.398 0.290
H -0.860 -0.714 -0.949 0.004
H -1.448 1.398 -0.659 0.507
H -2.087 3.239 0.861 0.477
```

Properties
HOMO energy = -8.86 eV
gap between HOMO and LUMO = 9.15 eV
E = -31669.0634 eV
relative energy (zero: lowest compared OMol25 entry of this formula, charge and spin) = 30.8 kJ/mol
LUMO level = 0.293 eV



[4]
DFT (wB97M-V/def2-TZVPD) results for a 4-piece molecular cluster, C7H22O4 overall in a non-equilibrium geometry.

XYZ file:
```
33
Properties=species:S:1:pos:R:3:mulliken_charge:R:1
C 1.891 0.787 6.289 -0.917
C 1.718 0.450 4.822 -0.253
O 1.175 -0.891 4.604 -0.528
H 2.736 0.201 6.652 0.252
H 0.979 0.505 6.813 0.268
H 2.106 1.844 6.440 0.316
H 2.683 0.291 4.341 0.236
H 1.215 1.183 4.191 0.334
H 0.841 -0.906 3.704 0.283
C -4.931 2.817 -1.728 -1.064
C -5.105 3.958 -2.687 -0.170
O -5.827 5.023 -2.069 -0.520
H -4.194 2.995 -0.944 0.288
H -4.524 1.963 -2.269 0.344
H -5.885 2.423 -1.378 0.297
H -5.648 3.659 -3.584 0.263
H -4.117 4.235 -3.056 0.264
H -5.892 5.738 -2.707 0.298
C 3.943 -2.657 -3.482 -1.107
C 2.994 -3.652 -2.848 -0.058
O 3.307 -3.731 -1.465 -0.526
H 4.858 -3.239 -3.586 0.267
H 4.115 -1.723 -2.947 0.315
H 3.670 -2.290 -4.471 0.348
H 3.011 -4.595 -3.395 0.293
H 2.017 -3.209 -3.042 0.174
H 3.264 -4.633 -1.138 0.300
C -0.265 -0.825 -0.288 -0.552
O 0.315 -1.665 0.694 -0.483
H -0.923 -0.141 0.249 0.227
H 0.420 -0.344 -0.986 0.268
H -0.922 -1.394 -0.945 0.253
H 0.972 -2.176 0.216 0.289
```

Properties
HOMO energy = -9.73 eV
gap between HOMO and LUMO = 10.33 eV
E = -15803.6192 eV
relative energy (zero: lowest compared OMol25 entry of this formula, charge and spin) = 126.2 kJ/mol
LUMO level = 0.605 eV



[5]
DFT (wB97M-V/def2-TZVPD) results for one molecule with the formula C4H8O2.

XYZ file:
```
14
Properties=species:S:1:pos:R:3:mulliken_charge:R:1
O 1.976 0.580 0.474 -0.535
C 0.613 0.211 0.536 -0.020
C -0.341 1.297 0.023 -1.049
C -1.213 -1.208 -0.187 -0.018
O -1.961 -1.117 -1.128 -0.473
C 0.288 -1.079 -0.245 -0.438
H 2.204 0.791 -0.441 0.343
H 0.458 0.030 1.607 0.285
H 0.030 1.695 -0.927 0.305
H -0.490 2.094 0.750 0.295
H -1.603 -1.250 0.856 0.348
H -1.317 0.893 -0.232 0.370
H 0.602 -0.974 -1.290 0.281
H 0.754 -1.963 0.204 0.308
```

Properties
HOMO energy = -9.94 eV
gap between HOMO and LUMO = 10.87 eV
E = -8371.8937 eV
relative energy (zero: lowest compared OMol25 entry of this formula, charge and spin) = 133.9 kJ/mol
LUMO level = 0.924 eV



[6]
DFT (wB97M-V/def2-TZVPD) results for a 7-piece molecular cluster, C20H57NO8S6Si overall in a non-equilibrium geometry.

XYZ file:
```
93
Properties=species:S:1:pos:R:3:mulliken_charge:R:1
C 0.256 -0.914 2.918 -0.895
C -0.348 -2.093 2.149 -0.236
C -0.366 -1.781 0.636 -0.181
Si 0.239 -3.217 -0.388 0.449
O 1.762 -3.629 0.194 -0.199
C 2.878 -3.352 -0.644 -0.734
C 3.638 -2.129 -0.176 -0.750
N 2.895 -0.934 -0.488 0.015
C 3.400 0.294 0.130 -0.797
C 2.999 1.527 -0.679 0.513
C 1.971 2.407 0.003 -1.000
O 4.159 2.341 -0.957 -0.607
H 1.277 -0.809 2.574 0.140
H -0.314 -0.036 2.641 0.386
H 0.213 -1.064 3.992 0.201
H 0.257 -2.974 2.330 0.040
H -1.353 -2.271 2.510 0.349
H -1.346 -1.428 0.323 0.493
H 0.333 -0.978 0.444 -0.192
H 0.329 -2.775 -1.802 -0.227
H -0.675 -4.375 -0.319 -0.273
H 3.560 -4.197 -0.588 0.328
H 2.604 -3.177 -1.682 0.462
H 3.804 -2.190 0.892 0.404
H 4.618 -2.173 -0.672 0.385
H 2.755 -0.822 -1.483 0.233
H 2.983 0.361 1.129 0.197
H 4.486 0.246 0.234 0.375
H 2.590 1.235 -1.645 0.211
H 1.480 1.885 0.813 0.247
H 2.428 3.325 0.346 0.375
H 1.204 2.690 -0.708 0.108
H 4.728 1.818 -1.543 0.305
C 1.253 0.904 7.408 -0.932
S 1.314 -0.857 7.056 0.529
O 0.146 -1.163 6.189 -0.617
C 0.887 -1.397 8.717 -0.979
H 1.451 1.436 6.479 0.304
H 0.264 1.169 7.781 0.292
H 2.020 1.153 8.142 0.366
H -0.077 -0.975 9.001 0.307
H 1.665 -1.079 9.411 0.365
H 0.827 -2.483 8.708 0.325
C -2.787 4.737 -2.205 -0.830
S -1.986 3.144 -2.354 0.378
O -0.758 3.178 -1.507 -0.595
C -1.458 3.374 -4.054 -0.831
H -3.160 4.834 -1.186 0.363
H -2.067 5.530 -2.409 0.280
H -3.614 4.788 -2.913 0.274
H -0.826 4.260 -4.121 0.281
H -2.337 3.488 -4.688 0.274
H -0.893 2.492 -4.351 0.342
C 2.925 -4.417 3.301 -0.652
S 3.152 -6.045 4.021 0.473
O 3.633 -5.849 5.415 -0.642
C 4.588 -6.480 3.030 -0.551
H 2.091 -3.936 3.809 0.278
H 3.830 -3.825 3.444 0.368
H 2.694 -4.513 2.240 0.090
H 5.379 -5.746 3.190 0.324
H 4.307 -6.513 1.977 0.323
H 4.932 -7.463 3.346 0.000
C -6.087 7.110 -5.629 -0.834
S -5.289 5.512 -5.767 0.453
O -4.067 5.552 -4.907 -0.567
C -4.738 5.723 -7.463 -0.985
H -6.470 7.207 -4.615 0.323
H -5.361 7.899 -5.825 0.339
H -6.914 7.169 -6.336 0.269
H -4.103 6.606 -7.533 0.305
H -5.607 5.824 -8.112 0.376
H -4.171 4.838 -7.744 0.328
C 7.250 -10.992 4.695 -0.975
S 6.305 -10.128 3.434 0.563
O 5.215 -11.037 3.001 -0.626
C 7.582 -10.194 2.168 -0.964
H 6.615 -11.099 5.572 0.312
H 7.538 -11.976 4.325 0.328
H 8.133 -10.406 4.952 0.336
H 7.845 -11.233 1.970 0.339
H 8.455 -9.634 2.504 0.352
H 7.180 -9.738 1.266 0.303
C -10.200 10.054 -5.533 -0.945
S -9.909 8.347 -6.013 0.561
O -8.773 8.355 -6.976 -0.629
C -11.411 8.163 -6.981 -0.965
H -9.346 10.386 -4.947 0.310
H -10.299 10.672 -6.425 0.310
H -11.103 10.108 -4.926 0.359
H -11.427 8.910 -7.774 0.303
H -12.276 8.276 -6.329 0.366
H -11.408 7.165 -7.414 0.320
```

Properties
HOMO energy = -8.43 eV
gap between HOMO and LUMO = 8.85 eV
E = -112418.9998 eV
LUMO level = 0.419 eV